Molecular formula: C26H25FeN2O2
Method: DFT, the ωB97M-V functional and the def2-TZVPD basis

```
56
Properties=species:S:1:pos:R:3:mulliken_charge:R:1
C 0.614 -4.918 -4.732 -0.7995
O 1.371 -3.709 -4.488 -0.4748
C 1.317 -3.103 -3.276 0.8514
C 2.167 -1.977 -3.096 -0.5959
C 2.240 -1.356 -1.879 -0.8845
C 1.436 -1.783 -0.778 1.1248
C 1.602 -1.157 0.466 -1.2353
C 0.977 -1.625 1.678 1.0801
C 1.619 -1.823 2.990 -0.8515
C 0.593 -2.033 3.981 -0.6777
C -0.694 -1.970 3.318 -1.5690
C -0.468 -1.747 1.919 0.3469
Fe 0.388 -0.317 3.028 -0.7498
C 0.491 1.353 2.004 0.2022
C 1.670 1.199 2.828 -0.8497
C 1.236 1.054 4.197 -0.4815
C -0.212 1.116 4.226 -0.7710
C -0.681 1.309 2.861 -0.4813
C 0.542 -2.882 -0.992 -0.6712
C 0.478 -3.524 -2.214 -0.4509
H 0.844 -5.162 -5.770 0.2399
H 0.947 -5.736 -4.076 0.3202
H -0.465 -4.746 -4.620 0.2979
H 2.780 -1.669 -3.939 0.3901
H 2.941 -0.534 -1.714 0.3174
H 2.409 -0.416 0.566 0.1880
H 2.696 -1.882 3.124 0.5109
H 0.736 -2.251 5.036 0.3878
H -1.663 -2.148 3.775 0.4584
H -1.205 -1.770 1.126 0.6123
H 0.485 1.535 0.941 0.2957
H 2.698 1.286 2.481 0.4815
H 1.907 1.002 5.053 0.4026
H -0.831 1.119 5.121 0.4368
H -1.705 1.462 2.523 0.5268
H -0.061 -3.268 -0.168 0.5224
H -0.192 -4.374 -2.367 0.3199
C 0.194 5.651 -0.074 -0.7652
O -1.005 5.447 -0.865 -0.4795
C -1.417 4.177 -1.095 0.6972
C -0.694 3.037 -0.664 0.0621
C -1.234 1.779 -0.921 -0.2537
C -2.481 1.678 -1.580 0.4705
C -3.214 2.780 -2.009 -1.0137
C -2.662 4.039 -1.787 -0.5290
N -2.788 0.324 -1.555 -0.0341
C -1.775 -0.343 -0.935 -0.5765
N -0.817 0.505 -0.544 0.0529
H 0.333 6.732 -0.077 0.2331
H 0.057 5.296 0.961 0.3329
H 1.068 5.158 -0.528 0.3013
H 0.236 3.121 -0.104 0.4255
H -4.179 2.626 -2.493 0.3271
H -3.160 4.948 -2.115 0.4115
H -3.650 -0.082 -1.906 0.2157
H -1.816 -1.427 -0.841 0.3515
```

maximum force = 3.14 eV Å⁻¹
multiplicity = 5
E_HOMO (spin up / spin down) = -0.124 / -2.113 eV
relative energy (zero: lowest compared OMol25 entry of this formula, charge and spin) = 4.4 kJ/mol
net charge = -1